An isolated molecule of C9H12OS at a distorted geometry, computed with wB97M-V/def2-TZVPD.

```
23
Properties=species:S:1:pos:R:3:forces:R:3:nbo_charge:R:1
H 0.3102 1.2191 1.4924 -0.624 -0.229 -0.047 0.220
H -2.4958 -1.6348 0.8775 0.230 -0.345 -0.280 0.240
C 1.6459 -0.0407 0.2850 -2.996 -1.233 -1.287 -0.132
H 1.3656 -2.0022 -1.8751 1.624 -0.171 -0.539 0.217
H 1.9456 1.5788 1.5143 0.208 -0.363 1.006 0.215
C 1.2615 0.7186 1.5663 0.696 -0.756 0.288 -0.640
H 1.1437 1.3229 -1.1896 0.488 0.610 -0.050 0.221
C 0.2169 -0.9342 -0.3989 1.988 1.210 3.133 -0.129
C -1.0964 -0.2490 -0.1461 0.554 -2.366 -0.056 0.266
C -3.1499 0.4263 0.3620 0.803 -1.589 0.180 -0.287
O -1.1469 1.0368 -0.4999 -2.172 1.132 0.522 -0.419
C 0.4718 -2.0337 -1.3389 -2.220 -0.301 -1.158 -0.510
C 2.0692 0.8768 -0.8108 -0.266 0.107 -1.115 -0.637
H -0.3634 -2.4681 -1.9616 0.782 0.937 0.689 0.235
H 2.4205 -0.7741 0.4452 -0.114 -0.493 0.312 0.211
S 0.4019 -2.6027 0.3346 -0.225 -0.497 0.616 0.109
H -4.1235 0.4082 0.7671 -0.851 0.382 0.205 0.228
H 1.3022 0.0856 2.5323 0.124 1.194 -1.619 0.226
H 2.7834 1.6162 -0.4499 -0.016 0.190 -0.191 0.207
C -2.2794 -0.7106 0.3795 0.852 0.807 -0.181 -0.307
C -2.4508 1.4319 -0.1401 1.304 -1.460 -0.318 0.065
H -2.7452 2.3984 -0.0782 -0.068 3.009 -0.611 0.196
H 2.5129 0.3306 -1.6671 -0.101 0.226 0.501 0.208
```
Positions in Å, forces in eV/Å.

The HOMO-LUMO gap is 9.31 eV. The SMILES is CC(C)[C@@]1(c2ccco2)CS1. As for the HOMO energy: -8.41 eV. The value obtained for the LUMO energy is 0.90 eV. The relative energy (zero: lowest compared OMol25 entry of this formula, charge and spin) is 184.0 kJ/mol. Its total energy is -22407.6734 eV.